60
Properties=species:S:1:pos:R:3:forces:R:3:lowdin_charge:R:1 method="wB97M-V/def2-TZVPD" smiles="COc1cccc(CN2C[C@H](C(=O)N(C)Cc3[nH]c4ccccc4c3C)CCC2=O)c1" relative_energy_ev=1.734 e_tot_ev=-37009.954 homo_energy_ev=-7.8178 total_charge=0 homo_lumo_gap_ev=8.33
C 2.050 -2.278 -1.350 -0.1 -0.1 0.0 -0.12
H 5.307 0.157 0.991 -0.1 0.0 0.2 0.13
C 3.528 -2.652 -1.171 0.1 0.1 -0.2 -0.08
H -2.329 -0.985 -2.333 0.1 0.0 -0.1 0.09
O 5.333 -1.061 -0.959 0.3 0.2 -0.3 0.06
N -3.937 -0.214 1.517 0.1 0.0 0.3 0.12
H -6.101 1.556 2.003 0.0 0.1 0.1 0.10
H -2.175 -2.448 -1.355 0.1 -0.1 -0.1 0.06
C 0.131 -2.053 0.273 0.3 0.2 -0.1 -0.43
H 1.466 -3.191 -1.478 0.0 0.1 0.0 0.11
H 2.793 3.410 -3.592 0.0 -0.1 0.0 0.09
C -5.438 0.342 -1.656 0.0 0.0 0.1 -0.03
H 2.110 -1.094 1.907 0.0 0.0 0.0 0.13
C 1.781 3.371 0.625 0.0 0.0 -0.1 -0.01
H -1.241 0.760 0.926 0.0 0.0 0.0 0.10
N -0.686 -1.247 0.987 -0.4 0.0 0.3 -0.07
C 4.300 -0.005 1.385 0.2 0.0 -0.1 -0.09
H 1.142 4.208 0.397 -0.1 0.1 0.0 0.12
C 3.443 1.213 1.155 -0.1 0.1 0.3 -0.21
C -4.622 -0.099 -0.615 0.0 0.2 0.4 -0.13
H 0.501 0.499 1.059 0.1 0.0 0.0 0.06
H -2.062 -1.706 2.490 0.0 0.0 0.0 0.13
C -6.708 1.639 -0.057 0.0 0.1 0.1 -0.10
C -6.470 1.205 -1.364 -0.1 0.0 -0.2 -0.10
C 4.311 -1.541 -0.508 0.0 -0.5 -0.1 -0.47
H -3.638 -2.163 -2.308 0.0 -0.1 -0.1 0.08
C -3.115 -1.028 0.765 0.0 -0.1 -0.3 -0.20
H -7.114 1.558 -2.156 0.0 0.0 -0.1 0.10
O 2.334 3.335 -1.647 -0.1 0.1 0.4 -0.08
H 1.418 -0.444 -0.400 0.0 -0.1 0.1 0.13
H 4.362 -0.245 2.450 0.0 0.1 -0.1 0.13
O -0.186 -3.200 0.008 0.0 -0.4 -0.1 0.04
H -7.529 2.315 0.132 -0.1 0.1 0.0 0.10
C -0.468 0.126 1.369 0.1 0.2 0.0 -0.02
H 3.984 -2.874 -2.135 0.1 0.0 0.1 0.12
H 2.817 1.762 -2.917 0.0 0.0 0.0 0.09
N 3.764 -1.147 0.668 0.1 0.1 0.3 -0.05
C 2.465 -1.652 1.040 -0.3 -0.1 -0.1 -0.09
H 2.529 -2.712 1.315 -0.1 0.1 0.1 0.14
C -5.917 1.221 0.992 -0.1 0.0 0.1 -0.03
H -0.534 0.215 2.458 0.0 0.0 0.0 0.10
C -3.496 -0.978 -0.548 0.2 -0.1 0.3 -0.17
H -3.892 -0.112 2.516 0.0 0.0 -0.1 0.16
C 1.896 2.883 1.909 -0.1 0.1 -0.1 -0.09
H 1.935 -1.676 -2.252 0.0 0.0 0.0 0.12
C 2.509 2.786 -0.416 0.0 -0.1 0.1 -0.27
H 3.612 -3.542 -0.544 0.0 0.0 0.0 0.13
C 3.338 1.707 -0.141 0.0 0.2 -0.3 0.03
C -2.871 -1.688 -1.699 0.0 0.1 0.1 -0.02
C -1.986 -1.771 1.398 0.1 -0.3 -0.1 -0.07
H 4.149 2.894 -2.557 0.0 0.0 0.0 0.10
H 2.804 1.422 3.189 0.0 -0.1 0.1 0.11
C 2.720 1.800 2.180 0.2 -0.1 0.0 -0.07
H -5.260 0.012 -2.669 0.0 0.0 -0.1 0.11
C 1.494 -1.503 -0.145 -0.1 -0.2 0.0 -0.19
C -4.874 0.351 0.703 -0.2 0.1 -0.5 -0.21
H -2.004 -2.823 1.101 0.0 0.2 0.2 0.13
H 1.335 3.346 2.707 -0.1 0.1 0.1 0.11
H 3.920 1.233 -0.915 0.1 -0.1 -0.2 0.11
C 3.071 2.809 -2.727 0.1 -0.1 -0.2 -0.08